Record 1
C7H14O2Si | ωB97M-V with the def2-TZVPD basis set

The geometry in XYZ format:
```
24
C7H14O2Si ωB97M-V with the def2-TZVPD basis set
H 1.450 -2.495 1.139
H -4.048 -0.872 0.871
Si 1.159 -0.328 0.015
H 2.431 1.508 -1.158
C -1.233 2.396 0.102
H -2.043 2.910 -0.232
H 2.928 -1.586 0.973
H 1.123 -0.716 -2.546
H -0.182 -1.191 -1.825
O -0.146 0.392 0.625
H 2.133 1.728 0.646
C 0.828 -1.309 -1.707
H -0.292 2.975 0.396
H 3.571 0.851 -0.057
H -3.290 1.007 -0.492
C 2.412 1.039 -0.161
H 1.833 -1.091 2.255
H -2.398 -1.138 1.505
C -1.205 1.058 0.202
O -2.579 -0.942 -0.599
C -3.017 -0.750 0.682
C 1.924 -1.484 1.220
C -2.478 0.371 -0.107
H 1.120 -2.337 -1.747
```

## Properties
**SMILES string**: C=C(O[Si](C)(C)C)[C@@H]1CO1
**E_tot**: -19457.5419 eV
**Frontier orbital gap**: 9.97 eV

---

Record 2
C7H14O2Si | ωB97M-V with the def2-TZVPD basis set

The geometry in XYZ format:
```
24
C7H14O2Si ωB97M-V with the def2-TZVPD basis set
H 1.663 1.263 -1.709
C 1.401 1.283 -0.652
C -4.319 0.836 1.045
C -4.278 0.035 0.156
H 2.480 1.334 1.220
H -5.197 -1.213 -1.239
C -4.197 -0.920 -0.924
H -3.651 -1.804 -0.599
H -4.366 1.538 1.822
O -0.762 0.238 1.004
C 3.284 -0.260 0.028
H 2.366 -1.067 1.807
H 0.961 2.260 -0.458
H 3.349 -0.524 -1.029
O 1.140 -1.411 0.208
C 2.435 -1.310 0.740
H 3.424 1.880 -0.169
Si 0.224 -0.152 -0.231
H -1.643 0.583 0.872
H 4.288 -0.289 0.454
H -0.515 -0.662 -1.379
H 2.894 -2.301 0.637
C 2.690 1.140 0.165
H -3.672 -0.476 -1.770
```

## Properties
**SMILES string**: O[Si@H]1CCCCO1.C#CC
**E_tot**: -19459.3138 eV
**Frontier orbital gap**: 10.60 eV

---

Record 3
C7H14O3 | ωB97M-V with the def2-TZVPD basis set

The geometry in XYZ format:
```
24
C7H14O3 ωB97M-V with the def2-TZVPD basis set
H -0.557 0.497 0.251
H 0.512 1.754 2.637
C 0.321 1.212 0.825
H 2.971 0.626 0.968
H -3.161 0.349 -1.844
H -1.580 -0.235 -2.398
C -2.664 -0.502 0.655
C -2.086 0.369 -1.639
H 1.863 1.333 -1.100
O 0.207 0.964 2.158
H 2.250 -0.831 1.677
H -0.487 -0.958 -0.295
O 1.739 0.411 -1.390
C -1.780 -0.123 -0.260
C 2.614 -0.382 0.755
H 0.515 -1.757 -1.531
C 0.643 -1.450 -0.495
H -1.730 1.395 -1.771
H 3.463 -0.969 0.388
H -3.735 -0.495 0.455
C 1.545 -0.376 -0.302
H 0.735 -2.277 0.203
H -2.359 -0.823 1.645
O 0.760 2.266 0.408
```

## Properties
**E_tot**: -13624.1958 eV
**Frontier orbital gap (spin up / spin down)**: 8.13 / 8.12 eV

---

Record 4
C7H14O5S | ωB97M-V with the def2-TZVPD basis set

The geometry in XYZ format:
```
27
C7H14O5S ωB97M-V with the def2-TZVPD basis set
C 0.768 -0.543 0.363
H 0.724 -1.048 -3.563
O 0.890 -3.031 2.543
C -1.317 1.954 -0.138
H 0.615 -2.969 -1.715
H -2.240 0.803 1.496
H -0.856 -1.566 -2.957
C 0.089 -1.099 -2.679
H 0.496 2.593 0.962
O 0.196 -1.611 -0.298
H 1.198 0.151 -0.359
C 0.021 2.704 -0.010
O 1.729 -1.032 1.317
H 1.842 -1.682 -1.539
H -1.486 1.712 -1.187
C 0.772 -1.902 -1.579
O -0.526 -1.062 2.162
H -0.155 3.772 -0.142
H 0.718 2.424 -0.800
C -1.515 0.661 0.695
O 1.374 -0.938 3.732
H 0.212 0.796 1.971
H -1.942 -0.107 0.046
S 0.908 -1.620 2.578
C -0.260 0.087 1.288
H -2.116 2.640 0.142
H -0.139 -0.091 -2.330
```

## Properties
**E_tot**: -28557.6189 eV
**Frontier orbital gap**: 11.59 eV

---

Record 5
C7H14OS | ωB97M-V with the def2-TZVPD basis set

The geometry in XYZ format:
```
23
C7H14OS ωB97M-V with the def2-TZVPD basis set
H -1.564 -1.859 0.222
H 3.920 -1.029 1.191
C 0.885 -0.650 -0.708
H 2.801 -2.229 0.419
H 0.559 -1.686 -0.514
C 2.016 -0.247 0.291
H 1.512 -0.039 1.335
C 3.211 -1.348 0.290
C -2.221 -0.957 -0.153
C -0.128 0.552 -0.730
H -3.009 -0.852 0.493
H 1.211 -0.796 -1.652
O 0.688 2.574 0.869
H 3.684 -1.461 -0.618
C -1.400 0.349 0.161
S 1.166 1.861 -0.278
H -0.585 0.655 -1.656
H -2.928 1.771 1.020
H -2.676 -0.970 -1.080
H -2.601 1.889 -0.711
H -1.504 2.529 0.415
C -2.131 1.668 0.313
H -0.906 0.277 1.082
```

## Properties
**⟨S²⟩**: 2.008
**E_tot**: -20362.3444 eV
**Frontier orbital gap (spin up / spin down)**: 7.42 / 8.22 eV
**Spin multiplicity**: 3

---

Record 6
C7H15BF3O3P | ωB97M-V with the def2-TZVPD basis set

The geometry in XYZ format:
```
30
C7H15BF3O3P ωB97M-V with the def2-TZVPD basis set
P -0.875 1.167 -1.148
O 0.020 -2.195 0.145
H -0.987 -1.185 -1.906
O 1.232 0.965 -3.185
C -2.092 1.777 1.459
H 3.820 0.997 1.185
H 4.243 -0.789 0.849
H -2.420 2.747 1.932
F -3.558 -1.809 0.935
B 0.969 1.115 -1.770
H 2.514 -0.835 -1.049
C -1.166 -1.399 0.278
H 0.193 1.742 1.128
H -1.770 1.081 2.311
C 2.436 -0.014 -0.275
H 4.612 0.527 -0.423
C -2.377 -2.449 0.505
C 3.890 0.196 0.389
O 2.046 1.269 -0.816
C -1.510 -0.614 -1.062
H -1.079 -0.755 1.203
F -2.037 -3.489 1.375
H -2.920 1.251 0.882
F -2.604 -3.042 -0.761
H -2.630 -0.578 -1.207
H 0.380 -2.379 1.037
C -0.760 1.980 0.550
H 1.409 1.874 -3.507
H 1.737 -0.265 0.586
H -0.715 3.109 0.358
```

## Properties
**SMILES string**: CCOB(O)P(CC)C[C@H](O)C(F)(F)F
**E_tot**: -31762.5442 eV
**Frontier orbital gap**: 8.72 eV

---

Record 7
C7H15BN3O3 | ωB97M-V with the def2-TZVPD basis set

The geometry in XYZ format:
```
29
C7H15BN3O3 ωB97M-V with the def2-TZVPD basis set
H -0.014 -2.059 -2.375
H -1.432 1.176 2.812
H 3.220 -0.790 -0.665
H 0.553 -2.319 -0.888
H -2.735 0.009 2.623
H 1.481 1.695 -1.654
N -1.523 -0.660 0.109
H 3.354 1.011 -0.520
O 1.276 0.812 -1.977
C 1.366 -0.996 1.257
H -2.903 1.854 -0.252
H 2.232 -1.667 1.283
C -1.694 0.231 2.337
H 0.484 -1.601 1.048
H -1.120 2.146 -0.287
C 3.016 0.092 -0.048
C -0.629 -0.611 -1.076
H 3.628 -0.024 0.855
O -2.128 -0.967 -2.908
H -2.061 2.478 1.148
O -1.481 1.121 -2.628
H 1.275 -0.608 2.280
B 0.769 0.112 -0.874
C -1.970 1.785 0.301
N 1.581 0.145 0.343
C -1.688 0.385 0.810
C -1.467 -0.095 -2.318
N -0.286 -2.033 -1.396
H -1.106 -0.621 2.662
```

## Properties
**SMILES string**: CC(C)=N[C@](N)(B(O)N(C)C)C(=O)[O-]
**Total charge**: -1
**E_tot**: -18792.9582 eV
**Frontier orbital gap**: 6.80 eV

---

Record 8
C7H15Cl13NO6 | ωB97M-V with the def2-TZVPD basis set

The geometry in XYZ format:
```
42
C7H15Cl13NO6 ωB97M-V with the def2-TZVPD basis set
H 3.393 0.001 1.437
H 0.255 -1.156 -1.865
H -1.361 0.193 -1.376
H -0.603 -0.473 2.397
Cl -1.797 -0.075 4.430
Cl -2.439 -2.865 0.337
N -0.655 -3.001 -1.427
Cl -0.032 3.816 -1.940
O 0.180 1.097 -0.883
C -0.594 -1.509 -1.281
H 1.946 0.009 -1.315
O 1.086 -0.702 0.490
C 2.585 0.708 -0.774
H -0.004 1.661 -3.270
O -1.143 -0.128 0.526
O 0.005 -3.647 -0.649
H -2.177 -1.245 2.043
C -1.945 1.067 -1.664
H 1.231 1.818 -2.034
H -1.507 -1.004 -1.596
C 2.686 -0.289 2.214
Cl 2.359 -2.012 1.871
Cl 0.161 0.389 0.378
Cl -2.088 1.197 -3.436
C -0.558 0.255 3.207
Cl 3.423 -0.143 3.806
Cl 4.112 -0.232 -0.331
H -0.724 1.271 2.849
H -2.631 -0.587 0.418
H -0.520 -1.331 -0.208
H -1.398 1.895 -1.214
C -2.817 -1.357 1.168
Cl 3.167 2.030 -1.773
Cl 1.038 0.047 3.969
O -1.463 -3.482 -2.221
Cl -4.545 -1.390 1.599
O 0.450 1.408 1.393
Cl -3.544 1.075 -0.958
C 0.664 2.371 -2.783
Cl 1.919 2.922 -3.832
H 2.142 1.139 0.124
H 1.745 0.258 2.174
```

## Properties
**Total charge**: -1
**E_tot**: -184049.6015 eV
**Frontier orbital gap**: 9.70 eV

---

Number 7 is which compound?
C7H15BN3O3

---

Repeat the seventh record exactly.
C7H15BN3O3 | ωB97M-V with the def2-TZVPD basis set

The geometry in XYZ format:
```
29
C7H15BN3O3 ωB97M-V with the def2-TZVPD basis set
H -0.014 -2.059 -2.375
H -1.432 1.176 2.812
H 3.220 -0.790 -0.665
H 0.553 -2.319 -0.888
H -2.735 0.009 2.623
H 1.481 1.695 -1.654
N -1.523 -0.660 0.109
H 3.354 1.011 -0.520
O 1.276 0.812 -1.977
C 1.366 -0.996 1.257
H -2.903 1.854 -0.252
H 2.232 -1.667 1.283
C -1.694 0.231 2.337
H 0.484 -1.601 1.048
H -1.120 2.146 -0.287
C 3.016 0.092 -0.048
C -0.629 -0.611 -1.076
H 3.628 -0.024 0.855
O -2.128 -0.967 -2.908
H -2.061 2.478 1.148
O -1.481 1.121 -2.628
H 1.275 -0.608 2.280
B 0.769 0.112 -0.874
C -1.970 1.785 0.301
N 1.581 0.145 0.343
C -1.688 0.385 0.810
C -1.467 -0.095 -2.318
N -0.286 -2.033 -1.396
H -1.106 -0.621 2.662
```

## Properties
**SMILES string**: CC(C)=N[C@](N)(B(O)N(C)C)C(=O)[O-]
**Total charge**: -1
**E_tot**: -18792.9582 eV
**Frontier orbital gap**: 6.80 eV

---

Look up the E_tot of the seventh one.
-18792.9582 eV

---

Among the records above, which one has the lowest E_tot?
C7H15Cl13NO6